(1)
17
Properties=species:S:1:pos:R:3:forces:R:3 method="wB97M-V/def2-TZVPD" smiles="O=C(O)[C@@H]1CCCN1" lumo_energy_ev=0.6 homo_energy_ev=-9.034 gap_ev=9.620
O 1.805573 -1.121825 -0.803628 0.930 -0.607 0.380
C 1.782971 -0.218435 0.010481 -4.804 -2.369 -3.826
O 2.664572 0.663076 0.083280 3.299 4.162 1.695
C 0.431680 0.104383 0.691793 2.046 -0.831 4.620
C -0.545898 -1.100032 0.659955 0.674 0.167 -0.490
C -1.704383 -0.478907 -0.270062 2.356 0.508 2.267
C -1.007299 0.780387 -0.879854 -2.908 -0.839 3.395
N -0.381834 1.253222 0.375396 -0.108 -0.757 -1.456
H 3.443464 0.625890 -0.491818 -0.390 -0.774 -0.122
H 0.834963 0.187136 1.778421 -0.964 0.277 -1.210
H -0.009957 -2.001420 0.262689 -0.749 0.906 0.026
H -0.737472 -1.327772 1.739331 -0.770 0.202 -1.116
H -2.476341 -0.204175 0.434346 -0.495 0.339 -0.326
H -2.035960 -1.107293 -1.011266 -0.912 -1.751 -1.533
H -0.331044 0.455303 -1.578218 1.725 -0.467 -2.061
H -1.811423 1.370209 -1.279508 0.110 0.903 -0.194
H 0.078396 2.120246 0.278663 0.960 0.931 -0.047

---

(2)
17
Properties=species:S:1:pos:R:3:forces:R:3 method="wB97M-V/def2-TZVPD" smiles="C=C(CN)CC(=O)O" lumo_energy_ev=0.6 homo_energy_ev=-9.558 gap_ev=10.114
C 0.160123 1.502048 -0.974754 1.074 0.582 -0.333
C 0.257069 0.777273 0.136759 -0.170 0.324 -1.309
C 1.431117 -0.041040 0.434730 2.333 -0.487 0.627
N 1.263921 -1.364792 -0.222088 0.178 0.393 -1.191
C -0.976489 0.518632 0.882840 -2.288 0.274 -0.387
C -2.005574 -0.279066 0.049857 0.343 -1.641 -0.113
O -3.152495 0.015533 -0.075327 -0.608 0.995 0.176
O -1.627271 -1.460342 -0.512022 1.656 0.170 0.529
H -0.737077 2.043517 -1.267847 0.031 -0.245 0.151
H 1.026980 1.629719 -1.643534 -0.416 -0.046 0.406
H 2.406714 0.472377 0.181900 -1.013 -0.440 -0.152
H 1.542680 -0.237719 1.529221 -0.381 0.110 -0.718
H 1.863710 -2.015139 0.225592 0.493 -0.823 0.610
H 1.601333 -1.376170 -1.211936 -0.595 0.464 1.063
H -1.485225 1.482463 0.997465 -0.006 -0.267 0.477
H -0.921823 0.004748 1.833460 0.427 0.024 0.298
H -0.647698 -1.672045 -0.364324 -1.057 0.614 -0.135

---

(3)
17
Properties=species:S:1:pos:R:3:forces:R:3 method="wB97M-V/def2-TZVPD" lumo_energy_ev=0.3 homo_energy_ev=-9.943 gap_ev=10.253
C 0.678447 1.080535 -1.319824 2.568 6.258 0.841
C 0.059813 -0.255933 -1.333984 0.682 -0.951 0.773
C 0.231710 -1.350367 -0.263495 0.966 -0.807 -10.280
C 0.387284 -1.266127 0.935377 -1.408 -2.862 9.663
C -0.931182 0.656010 1.762706 0.164 2.800 0.435
H 0.882389 1.768240 -0.127283 -1.010 -2.488 -3.700
H 1.840926 1.178355 -1.766265 -3.367 -0.409 0.834
H -0.183611 1.867982 -1.940282 3.100 -2.450 1.736
H 0.327612 -0.786038 -2.210343 0.775 -0.134 -1.394
H -1.534589 -0.498555 -0.386888 -0.561 2.378 -4.302
H 0.323780 -2.335897 -0.728172 -0.662 0.164 0.129
H 0.037655 -2.452551 1.478906 1.721 3.899 -0.632
H 1.433593 0.252476 2.035526 -5.002 -0.179 -1.409
H -0.454148 1.774103 2.308090 -2.379 -2.932 -1.327
N 0.352460 0.001047 1.562644 0.646 -0.210 2.155
O -1.299156 -0.051747 -1.403794 -3.057 -2.368 4.795
O -2.152985 0.418465 1.397080 6.825 0.290 1.684

---

(4)
17
Properties=species:S:1:pos:R:3:forces:R:3 method="wB97M-V/def2-TZVPD" smiles="CC(C)(C=O)C(N)=O" lumo_energy_ev=0.8 homo_energy_ev=-9.880 gap_ev=10.673
C -0.998054 -0.043367 -1.296025 -0.598 -0.948 1.129
C -0.207665 -0.043660 0.053235 -0.034 0.615 0.834
C -0.698285 -1.157980 0.989477 -4.338 2.449 -1.500
C -0.525875 1.216743 0.860750 -0.582 0.281 -0.664
O -1.169127 2.148108 0.438157 0.511 -0.285 0.365
C 1.337948 -0.222333 0.030239 0.644 -1.423 -0.881
N 2.069326 0.740443 -0.568452 2.411 -1.039 0.332
O 1.866591 -1.241448 0.438894 -0.081 0.276 0.267
H -1.211538 1.000306 -1.638794 0.073 -1.101 0.166
H -1.964253 -0.651330 -1.006047 1.592 1.607 -1.085
H -0.435177 -0.647353 -2.025230 -0.361 0.369 0.020
H -1.130322 -1.919146 0.349092 -0.417 -0.238 0.471
H -1.390318 -0.716185 1.783777 0.306 -0.921 -1.272
H 0.068892 -1.524218 1.470480 3.864 -2.135 2.552
H -0.227002 1.144449 1.924175 0.158 0.237 -0.017
H 1.484172 1.374294 -1.031466 0.103 1.509 -1.128
H 3.130683 0.542676 -0.772263 -3.252 0.748 0.409

---

(5)
17
Properties=species:S:1:pos:R:3:forces:R:3 method="wB97M-V/def2-TZVPD" lumo_energy_ev=0.7 homo_energy_ev=-7.973 gap_ev=8.663
C 1.149121 1.407574 1.084774 -0.106 -0.129 0.777
C -2.124304 -0.202844 -0.544106 0.198 -0.158 -0.418
N 0.304694 1.199784 -0.067098 -1.402 -0.723 0.614
C -0.854968 -0.290366 0.250319 0.131 2.356 1.355
C 0.556083 0.193537 -0.951419 0.601 -1.769 -0.933
C 1.031674 -1.113054 -0.841630 -0.058 0.995 0.017
O 1.552284 -1.707476 0.238995 -0.070 0.012 0.354
O -0.707571 -0.706975 1.374029 0.557 -0.401 -1.257
H 1.097628 -1.362004 1.034850 0.079 -0.080 -0.044
H 0.183333 0.408171 -1.950721 0.020 -0.197 -0.098
H 1.047327 -1.731879 -1.729773 -0.015 0.032 -0.034
H 1.498104 2.442807 1.076146 -0.109 -0.034 -0.005
H 2.033029 0.774748 1.211913 -0.034 -0.151 -0.406
H 0.556148 1.257255 2.001728 0.055 0.131 -0.160
H -2.931416 0.092748 0.127069 0.136 0.010 0.045
H -2.025576 0.522280 -1.348608 -0.040 -0.046 0.089
H -2.365591 -1.184305 -0.966469 0.056 0.151 0.103

---

(6)
17
Properties=species:S:1:pos:R:3:forces:R:3 method="wB97M-V/def2-TZVPD" lumo_energy_ev=0.7 homo_energy_ev=-7.999 gap_ev=8.674
C -0.828719 -1.220721 0.824242 -0.038 -0.130 -0.150
C 0.621084 0.877395 -0.173626 -1.497 -1.526 -0.785
C 0.779175 -0.027705 -1.302345 1.691 0.055 -1.031
C -0.816892 0.028782 -0.011585 0.237 1.381 1.800
N 1.727345 -0.948175 -1.112244 -0.173 0.441 -0.027
C -1.932844 0.693998 -0.307379 0.233 -0.196 -0.040
O 1.481657 0.831642 0.938193 -0.133 0.006 0.096
O 0.417366 2.180967 -0.541560 0.077 0.065 0.076
H 0.176791 2.676729 0.251462 -0.050 -0.029 0.044
H 1.303012 0.035615 1.451752 -0.048 0.042 -0.020
H 2.466308 -0.834578 -0.418611 -0.205 -0.037 0.090
H 1.956900 -1.563589 -1.875926 -0.205 -0.092 0.100
H -0.421574 -2.074153 0.281881 0.078 0.001 -0.028
H -1.851387 -1.470349 1.105689 -0.012 0.030 -0.031
H -0.267577 -1.127709 1.757736 0.047 0.069 0.003
H -2.897029 0.354303 0.043775 -0.083 -0.232 -0.163
H -1.913614 1.587550 -0.911454 0.081 0.153 0.068

---

(7)
17
Properties=species:S:1:pos:R:3:forces:R:3 method="wB97M-V/def2-TZVPD" lumo_energy_ev="-5.6 / -9.6" multiplicity=2 homo_energy_ev="-13.680 / -13.432" total_charge=+1 gap_ev="8.126 / 3.877"
O -2.947087 -0.564251 -1.580633 4.671 -1.647 2.882
C -1.936212 -0.913897 -0.954425 -4.636 0.172 -2.335
C -0.880434 0.165948 -0.344592 2.160 2.063 -1.048
C 0.609531 -0.459502 -0.384020 -0.662 1.644 0.266
C 1.217647 0.364130 0.761607 1.021 1.581 0.881
C 1.713669 -0.430541 1.952754 2.322 0.161 1.955
O 2.789240 -0.342885 2.529684 -1.286 0.493 -1.905
N -0.834164 1.382149 -1.201079 -0.231 -3.722 1.298
H -1.668951 -2.021913 -0.739027 -0.252 1.529 -0.237
H -1.122258 0.485960 0.730511 -0.589 -0.993 -1.608
H 0.712513 -1.539049 -0.155830 -0.386 0.568 -0.600
H 1.120977 -0.086701 -1.333936 -0.810 -1.231 1.072
H 1.989575 1.090014 0.397443 -0.404 -0.800 0.314
H 0.456963 1.048498 1.261000 0.883 -0.681 -0.530
H 1.032760 -1.058343 2.505329 -1.240 -0.675 -0.336
H -1.734779 1.766089 -1.322993 -1.195 1.263 0.269
H -0.518989 1.114293 -2.121793 0.638 0.276 -0.337

---

(8)
18
Properties=species:S:1:pos:R:3:forces:R:3 method="wB97M-V/def2-TZVPD" lumo_energy_ev="-0.3 / -0.3" homo_energy_ev="-8.731 / -8.731" gap_ev="8.441 / 8.442"
C -0.972538 0.359684 -1.420613 1.062 0.410 -0.040
C 0.078601 -0.033223 -2.143969 1.519 -0.285 -1.388
C 0.643289 -0.631580 0.513082 -2.616 0.998 -4.060
C 1.304875 -0.260771 1.730795 -3.097 2.859 0.532
C -1.971364 0.579283 0.835144 -2.177 -0.094 -2.265
N -0.864059 0.718175 -0.123777 1.967 -2.162 2.826
O 2.107982 -1.598098 -1.512077 -0.320 0.891 0.368
O 2.385722 0.824474 -0.994910 -0.633 -0.412 0.122
S 1.511875 -0.324138 -1.120100 -0.014 -1.112 0.011
H -1.854644 0.590576 -1.919748 -1.871 0.272 -0.746
H 0.212660 -0.075444 -3.300149 -0.392 -0.068 2.534
H 0.094834 -1.577949 0.419721 -0.042 0.448 -0.026
H 0.690925 -0.544312 2.623114 1.157 0.010 -0.608
H 1.268601 0.853129 1.598195 0.381 -0.567 0.801
H 2.297454 -0.506667 1.628818 2.471 -0.962 0.566
H -1.653767 0.888086 1.804576 0.214 0.274 0.608
H -2.938212 1.208181 0.527563 2.193 -0.981 0.488
H -2.342233 -0.469407 0.854334 0.198 0.484 0.275

---

(9)
18
Properties=species:S:1:pos:R:3:forces:R:3 method="wB97M-V/def2-TZVPD" lumo_energy_ev="-1.3 / -1.1" homo_energy_ev="-8.621 / -9.545" gap_ev="7.368 / 8.476"
C 2.552395 -0.737971 1.173004 0.312 -2.336 -0.651
C 1.921195 0.085557 0.343964 0.245 2.082 -0.578
C 0.460615 0.832583 -1.572893 -1.272 -0.125 -1.070
C 1.192471 -0.198956 -0.806566 -2.257 -2.493 -1.780
C -2.145684 -0.202500 1.281186 0.533 0.436 -1.017
N -0.452546 1.116119 -0.513589 -1.940 -1.764 1.463
O -1.636607 -1.098783 -1.234150 -0.192 0.661 0.675
O -3.035564 0.918434 -0.931560 0.402 0.328 -0.053
S -1.898452 0.143034 -0.515343 1.002 -0.127 0.524
H 3.140572 -0.373978 1.965677 0.550 0.476 0.857
H 2.625590 -1.851259 1.002120 -0.474 1.348 0.179
H 1.990864 1.187409 0.406606 0.173 -0.588 0.862
H 0.968678 1.740992 -1.626456 1.301 1.379 -1.015
H -0.097854 0.531999 -2.504407 1.281 0.038 0.677
H 0.953395 -1.243854 -1.213298 0.414 1.360 1.285
H -1.420298 -0.983889 1.477832 -0.168 -0.285 0.267
H -1.926735 0.663584 1.941571 -0.308 -0.384 -0.819
H -3.192043 -0.528513 1.326298 0.399 -0.007 0.194

---

(10)
18
Properties=species:S:1:pos:R:3:forces:R:3 method="wB97M-V/def2-TZVPD" smiles="CCOC(=O)N(C)C=O" lumo_energy_ev=0.8 homo_energy_ev=-10.164 gap_ev=11.006
C 2.469534 0.963733 -1.236433 -1.290 0.625 2.299
C 1.604643 1.367480 0.009593 1.538 -2.573 -1.525
O 0.292602 0.918964 -0.183188 -2.287 -0.283 -1.274
C -0.048656 -0.211814 0.409559 0.984 0.847 1.865
O 0.691873 -0.698489 1.253143 -1.345 -0.895 -0.828
N -1.389496 -0.614655 0.249851 -0.184 -0.119 0.209
C -1.947123 -1.291893 1.397300 1.980 -1.924 2.585
C -2.180709 -0.516808 -0.896340 1.775 1.160 -1.524
O -1.759503 -0.003199 -1.921681 -0.986 -0.807 1.136
H 2.154264 1.296341 -2.170335 -0.902 0.792 -1.510
H 2.458126 -0.103601 -1.225150 0.515 -0.749 -0.132
H 3.398949 1.408750 -1.018164 1.593 0.008 0.003
H 1.528576 2.394513 0.235814 0.303 1.072 0.365
H 2.020207 0.667910 0.744828 0.111 1.319 0.620
H -1.361845 -2.285974 1.633084 -1.077 1.731 -0.742
H -1.790334 -0.736893 2.437014 -0.859 -0.644 -2.488
H -2.948736 -1.581743 1.105178 -0.316 0.217 0.667
H -3.192364 -0.972621 -0.824076 0.447 0.222 0.275

---

(11)
18
Properties=species:S:1:pos:R:3:forces:R:3 method="wB97M-V/def2-TZVPD" lumo_energy_ev="0.1 / 0.1" homo_energy_ev="-7.783 / -7.783" gap_ev="7.894 / 7.895"
C 0.418852 -1.147902 -0.430221 -2.172 -0.919 -0.553
C -1.047436 -1.178187 -0.109589 -0.103 -0.356 -0.635
C 1.406683 -1.394114 0.666998 0.407 0.884 0.274
C 0.735491 1.150122 -0.590123 -3.444 5.280 0.175
C -1.033312 1.243871 -0.625960 4.088 1.213 0.504
O 1.020676 1.410409 0.715093 0.982 -0.984 -0.332
O -1.548690 1.553943 0.660214 -0.238 -0.023 -0.300
N -0.992469 -0.056300 -1.026866 0.858 -3.233 0.320
O 1.397379 1.433514 -1.556576 0.152 -1.504 0.861
H 0.185253 1.569983 1.201359 0.049 -0.166 -0.359
H -2.000608 2.406869 0.606866 0.087 -0.216 0.057
H 0.691944 -1.581701 -1.384423 -0.204 0.122 0.002
H -1.295389 1.960453 -1.399953 -0.330 -0.154 -0.008
H -1.651941 -1.997480 -0.502065 -0.035 -0.008 0.176
H -1.291729 -0.946384 0.928393 0.051 -0.002 -0.051
H 1.123738 -0.902845 1.598755 0.105 -0.059 -0.043
H 1.477901 -2.471337 0.867504 -0.246 0.082 -0.221
H 2.403658 -1.052915 0.380595 -0.007 0.043 0.133

---

(12)
19
Properties=species:S:1:pos:R:3:forces:R:3 method="wB97M-V/def2-TZVPD" smiles="CC(C)=S(=O)=O.COC#N" lumo_energy_ev="-1.5 / -1.4" homo_energy_ev="-9.066 / -9.105" gap_ev="7.611 / 7.659"
C -0.235638 1.228612 -1.345810 1.841 1.480 1.118
C -0.162560 1.143565 0.161469 -1.587 2.239 0.341
C 0.587111 2.233950 0.886069 -1.027 0.604 -1.600
S -1.724046 0.718565 0.726021 1.096 -2.152 1.130
O -2.163857 -0.373667 -0.130096 -0.921 0.605 0.157
O -1.997642 0.614467 2.154050 0.281 0.752 -1.210
H 0.837061 1.414910 -1.555640 -0.506 0.085 -0.578
H -0.817839 2.176843 -1.607239 0.584 -1.769 -0.326
H -0.458816 0.230902 -1.658225 -0.871 0.057 -1.094
H 1.634889 2.218383 0.737374 1.105 -0.335 -0.587
H 0.446723 2.164730 1.891566 -0.396 -0.558 3.034
H 0.256735 3.268739 0.680065 0.000 -0.428 -0.576
C 0.603863 -2.908109 -0.729293 -2.013 -1.534 0.365
O 0.494517 -1.511723 -0.514419 -0.082 0.625 -1.499
C 0.426855 -1.265851 0.729104 -0.283 -0.762 -0.031
N 0.273611 -1.435358 1.850042 0.181 0.391 1.971
H 0.277031 -3.237341 -1.706782 -0.427 0.586 -0.156
H 0.143421 -3.527297 0.068876 -0.453 0.794 -0.497
H 1.578583 -3.154318 -0.637132 3.479 -0.680 0.037

---

(13)
19
Properties=species:S:1:pos:R:3:forces:R:3 method="wB97M-V/def2-TZVPD" lumo_energy_ev="-0.7 / -0.7" homo_energy_ev="-8.593 / -8.594" gap_ev="7.859 / 7.860"
C -1.216814 -0.117660 -0.704295 -1.367 0.207 -0.965
C 0.160118 0.116845 -0.272753 1.414 0.512 1.343
C 2.899370 -0.341679 0.895515 0.621 -2.793 -1.677
C -2.555989 1.040859 0.978209 -0.023 -0.400 2.099
C 2.379438 -0.634523 -0.555737 1.154 -2.630 0.194
N -2.288288 0.722709 -0.386865 -0.377 -1.489 -1.228
O 0.629644 1.092492 0.282052 -1.528 0.142 -0.802
O -2.830698 -1.201068 -2.216191 -0.894 -0.495 -0.773
O 0.932137 -0.946116 -0.541213 1.025 -0.101 -0.547
S -1.398230 -1.287102 -1.891969 0.006 1.288 1.291
H 2.312342 0.496859 1.144190 -0.274 0.587 1.288
H 2.767476 -1.319174 1.487985 0.097 1.843 -0.473
H 3.972763 -0.078519 0.833228 -0.521 -0.208 0.119
H -1.678103 1.520679 1.452872 -0.684 -0.144 -0.181
H -3.457660 1.639426 1.039709 0.227 0.718 -0.193
H -2.887182 0.156480 1.597015 0.783 0.382 -0.549
H 2.922466 -1.552802 -1.112385 -1.510 1.895 1.535
H 2.549449 0.205493 -1.184974 -0.133 0.853 -0.502
H -3.212238 0.486801 -0.844392 1.984 -0.164 0.019

---

(14)
19
Properties=species:S:1:pos:R:3:forces:R:3 method="wB97M-V/def2-TZVPD" smiles="C[C@H]1NC(=O)COC1=O.O" lumo_energy_ev=0.3 homo_energy_ev=-10.424 gap_ev=10.749
C -0.807573 -1.362375 0.442446 -0.023 -0.119 0.058
C -0.590901 -0.605226 -0.872646 -0.215 -0.106 -0.045
N -0.374661 0.817843 -0.674589 -0.419 -0.023 0.147
C 0.839045 1.360502 -0.451339 0.446 1.062 -0.331
O 1.032125 2.541728 -0.196506 -0.226 -0.869 0.090
C 1.999065 0.399784 -0.626608 0.113 0.041 0.339
O 1.754455 -0.664653 -1.543109 0.483 0.126 -0.076
C 0.553826 -1.226998 -1.655487 -0.311 -0.732 -0.443
O 0.413413 -2.202132 -2.349803 -0.100 0.542 0.455
H 0.061953 -1.260624 1.106005 -0.180 -0.029 -0.148
H -1.685932 -0.951000 0.954347 0.164 -0.111 -0.074
H -0.980232 -2.427335 0.242593 0.043 0.265 0.066
H -1.477803 -0.723228 -1.506758 0.230 -0.016 0.135
H -1.185800 1.415757 -0.564614 0.248 -0.014 -0.083
H 2.858633 0.954189 -1.014802 -0.281 -0.106 0.120
H 2.267408 -0.015710 0.356692 -0.021 0.079 -0.205
O -1.629884 1.629149 3.010735 0.095 -0.054 -0.343
H -1.202700 1.609014 2.141923 -0.046 0.073 0.300
H -1.844428 0.711310 3.201521 0.000 -0.009 0.038

---

F_max
In order: 6.6 2.5 10.4 5.2 2.7 2.3 5.7 4.9 3.8 3.8 6.3 3.5 3.3 1.2
Unit: eV Å⁻¹